10 unconnected molecules or ions with the total composition C30H42NO30. Source: the Open Molecules 2025 dataset; level of theory: ωB97M-V/def2-TZVPD.

Cartesian coordinates (Å):
O  2.3774  -5.1877  1.2884
O  -1.0569  -2.2750  -0.5664
O  -0.0795  -10.2963  -4.4790
O  3.9627  -0.5982  5.6749
O  -2.7093  -1.6605  -1.9739
O  -7.4067  3.7976  0.5756
O  -2.9817  5.2961  -2.6056
O  -0.9385  1.7370  -1.8483
O  -5.1890  3.7218  0.8492
O  2.8511  4.7057  -4.8580
O  2.0679  3.3037  3.8725
O  0.8022  -9.1968  -2.7213
O  -0.0572  0.3701  -3.4095
O  -2.0099  4.6495  -0.6722
O  1.3044  1.5476  2.6812
O  -1.2602  -3.2547  -2.5912
O  -0.7562  5.3222  -2.4081
O  5.9068  -1.6413  6.0971
O  4.8529  -1.9873  4.1320
O  2.4905  -5.8709  -0.7754
O  -4.0443  -0.6087  2.4082
O  -2.2955  -2.0142  2.6489
O  1.2785  6.2470  -5.3264
O  -6.5318  3.1075  2.5410
O  -2.0655  0.1851  3.1152
O  1.6855  1.3180  4.8735
O  1.0131  -3.4308  2.8582
O  1.8863  -9.2111  -4.6749
O  1.0074  0.7101  -1.4519
O  2.4818  6.3803  -3.4295
N  1.9786  -2.8882  1.9508
C  2.9471  -3.8715  1.7114
C  0.8678  -4.2280  -0.4359
C  2.5674  -8.2593  -3.8452
C  2.0985  -8.6336  -2.4650
C  -2.9482  -1.9070  -3.3571
C  -2.4832  5.9751  -3.7669
C  -1.9236  5.0524  -1.7878
C  0.0027  0.8870  -2.3370
C  2.1268  5.8185  -4.6071
C  -1.0354  5.5546  -3.7946
C  3.9020  4.6399  -3.8889
C  4.2584  -0.3652  7.0488
C  1.0011  0.1257  4.4520
C  -6.3938  3.5048  1.4298
C  0.8373  1.6676  -0.3950
C  3.3455  5.4606  -2.7507
C  1.1941  0.1373  2.9684
C  -2.8896  1.3211  2.8484
C  -2.2953  -3.2523  -3.5701
C  -0.6372  1.9674  -0.4658
C  4.8993  -1.4646  5.1879
C  -5.4060  3.9660  -0.5423
C  -1.6153  -2.3887  -1.6018
C  1.9764  -5.1396  0.0203
C  5.7326  -0.6795  7.1327
C  -2.7546  -0.9289  2.7178
C  1.7190  2.1628  3.8139
C  -4.2762  0.7360  2.8321
C  0.7854  -9.6322  -4.0007
C  -6.8364  4.4516  -0.5631
H  1.1330  1.2547  0.5621
H  -0.8742  2.9885  -0.1829
H  1.4563  2.5428  -0.6113
H  -7.3639  4.1733  -1.4726
H  -2.7620  2.0805  3.6168
H  -0.0497  0.2072  4.7376
H  4.0306  0.6633  7.3217
H  0.4640  -4.0837  2.4077
H  -1.8809  -3.3679  -4.5694
H  -4.0159  -1.9176  -3.5690
H  -0.8813  4.6252  -4.3463
H  -2.4763  -1.1151  -3.9434
H  -4.7379  0.7196  3.8215
H  -4.6999  4.7002  -0.9212
H  0.6658  -3.4132  0.2421
H  4.1059  3.6097  -3.6079
H  6.0226  -1.0932  8.0968
H  1.1071  -3.8321  -1.4184
H  3.6996  -3.4996  1.0103
H  -4.9348  1.2545  2.1437
H  2.0309  -7.7763  -1.7994
H  2.2576  -7.2530  -4.1324
H  3.6450  -8.3444  -3.9629
H  2.1114  -0.3672  2.6592
H  2.7499  4.8664  -2.0556
H  3.4787  -4.0731  2.6640
H  6.3579  0.1903  6.9160
H  -0.3763  6.3172  -4.1981
H  -2.6045  1.7432  1.8824
H  -1.2292  1.2808  0.1442
H  2.7275  -9.3967  -2.0011
H  4.1146  5.9901  -2.1941
H  -3.0282  5.6717  -4.6577
H  4.8056  5.0766  -4.3191
H  -0.0534  -4.8100  -0.5319
H  -2.6052  7.0512  -3.6255
H  3.6513  -1.0381  7.6592
H  0.3576  -0.3036  2.4343
H  -2.9743  -4.0843  -3.3684
H  1.4290  -0.7566  4.9193
H  -6.9141  5.5320  -0.4234
H  -5.2715  3.0311  -1.0900

Forces on atoms 1 to 2 (eV/Å):
0.09 -0.15 -0.46
-0.40 0.42 -0.12

Properties
frontier orbital gap: 0.134 hartree
2S+1: 1
strongest force on any atom: 3.26 eV/Å
charge: -1
E: -3480.3532 a.u.
HOMO: -0.07594 Eh
LUMO level: 1.6 eV
molar mass: 896.64 g mol⁻¹